1.
The following is a quantum chemistry calculation of C20H27N3O2 in the gas phase, from the Open Molecules 2025 dataset.

The geometry in XYZ format:
```
52
C20H27N3O2, DFT ωB97M-V/def2-TZVPD
C -2.352 -0.315 -4.611
C -2.182 0.015 -3.340
C -2.953 -0.657 -2.244
H -3.399 0.075 -1.573
H -2.298 -1.297 -1.653
H -3.745 -1.274 -2.660
C -1.208 1.099 -2.948
C -0.273 0.674 -1.814
C 0.714 1.770 -1.487
N 1.876 1.602 -0.985
N 2.358 0.380 -0.699
C 3.543 0.203 -0.057
O 4.292 1.084 0.290
C 3.862 -1.284 0.168
N 2.695 -2.135 0.086
C 1.796 -2.197 1.154
C 0.916 -3.277 1.242
C -0.034 -3.335 2.236
C -0.137 -2.317 3.186
C 0.737 -1.241 3.103
C 1.690 -1.182 2.099
H 2.350 -0.330 2.064
H 0.702 -0.433 3.816
O -1.100 -2.500 4.138
C -1.329 -1.498 5.105
C -2.127 -0.317 4.558
H -1.581 0.187 3.764
H -2.324 0.393 5.356
H -3.073 -0.669 4.154
H -1.906 -2.002 5.886
H -0.382 -1.158 5.544
H -0.710 -4.172 2.306
H 0.985 -4.078 0.519
H 2.875 -3.042 -0.320
H 4.564 -1.575 -0.618
H 4.388 -1.366 1.130
H 1.815 -0.464 -0.886
C 0.296 3.151 -1.699
C -0.929 3.431 -2.156
C -1.928 2.388 -2.536
H -2.552 2.745 -3.358
H -2.591 2.192 -1.686
H -1.238 4.461 -2.267
C 1.290 4.215 -1.354
H 2.176 4.108 -1.976
H 1.612 4.101 -0.322
H 0.865 5.205 -1.498
H 0.247 -0.243 -2.109
H -0.852 0.457 -0.910
H -0.590 1.336 -3.822
H -3.057 -1.071 -4.914
H -1.796 0.157 -5.403
```

- relative energy (zero: lowest compared OMol25 entry of this formula, charge and spin) (kcal per mole) = 68.39
- calculated total energy (hartree) = -1093.011497
- SMILES = C=C(C)[C@H]1CC=C(C)/C(=N/NC(=O)CNc2ccc(OCC)cc2)C1
- strongest force on any atom (eV Å⁻¹) = 1.23
- LUMO (eV) = 0.6

=====

2.
The following is a quantum chemistry calculation of a molecular structure, C27H28BaN2Si, from the Open Molecules 2025 dataset.

The geometry in XYZ format:
```
59
C27H28BaN2Si, DFT ωB97M-V/def2-TZVPD
C 1.070 2.956 0.869
C 0.134 2.837 -0.184
C -1.160 2.846 0.382
H 0.361 2.820 -1.255
C -1.025 2.959 1.787
C 0.358 3.042 2.085
H 0.787 3.228 3.074
H 2.152 3.047 0.754
H -2.094 2.837 -0.183
H -1.833 3.044 2.513
Ba -0.183 0.191 1.193
C -1.400 -2.591 -4.323
H -2.134 -2.604 -3.519
H -1.762 -2.015 -5.180
H -0.428 -2.187 -4.006
Si -0.262 -0.611 -2.394
C 1.502 -0.380 -2.832
C 2.242 0.821 -2.720
H 1.794 1.691 -2.225
C 3.535 0.914 -3.258
H 4.080 1.863 -3.212
C 4.134 -0.194 -3.870
H 5.125 -0.116 -4.307
C 3.448 -1.414 -3.912
H 3.906 -2.294 -4.369
C 2.162 -1.517 -3.375
H 1.635 -2.477 -3.383
C -1.335 0.695 -3.129
C -0.927 1.374 -4.304
H 0.034 1.124 -4.762
C -1.732 2.374 -4.861
H -1.408 2.868 -5.778
C -2.938 2.731 -4.254
H -3.560 3.508 -4.691
C -3.340 2.085 -3.077
H -4.287 2.359 -2.604
C -2.543 1.091 -2.503
H -2.843 0.607 -1.561
H -0.808 -1.984 -2.019
H -1.177 -3.630 -4.622
N -0.924 0.694 3.983
C -0.391 -0.213 4.946
C -0.244 0.132 6.288
C 0.182 -0.855 7.218
C 0.433 -2.155 6.803
C 0.360 -2.514 5.424
C 0.674 -3.794 4.906
C 0.659 -4.000 3.537
C 0.283 -2.965 2.662
N -0.090 -1.753 3.135
C -0.053 -1.512 4.484
H -1.836 0.391 3.629
H -0.981 1.641 4.320
H -0.481 1.145 6.614
H 0.318 -0.573 8.273
H 0.719 -2.930 7.530
H 0.930 -4.591 5.605
H 0.908 -4.965 3.098
H 0.251 -3.084 1.565
```

- relative energy (zero: lowest compared OMol25 entry of this formula, charge and spin) (kcal per mole) = 0.00
- calculated total energy (hartree) = -1470.071053
- strongest force on any atom (eV Å⁻¹) = 4.16
- LUMO (eV) = -1.2

=====

3.
The following is a quantum chemistry calculation of a molecular structure, C5H8BiO3, from the Open Molecules 2025 dataset.

The geometry in XYZ format:
```
17
C5H8BiO3, DFT ωB97M-V/def2-TZVPD
Bi 1.577 1.974 -0.679
O -0.186 1.518 -1.271
O -0.205 -0.749 -1.162
C 1.072 -1.343 -1.137
C 1.601 -0.948 0.232
O 1.075 0.358 0.411
C -0.384 0.459 -0.476
H 0.962 -2.426 -1.263
H 1.701 -0.967 -1.961
H 2.696 -0.962 0.297
H 1.179 -1.599 1.013
C -1.693 0.427 0.287
C -1.394 1.236 1.543
H -2.463 0.898 -0.345
H -1.915 -0.631 0.502
H -2.034 2.140 1.570
H -1.588 0.614 2.439
```

- relative energy (zero: lowest compared OMol25 entry of this formula, charge and spin) (kcal per mole) = 0.00
- net charge = +1
- calculated total energy (hartree) = -635.216718
- strongest force on any atom (eV Å⁻¹) = 7.55
- LUMO (alpha / beta) (eV) = -5.5 / -4.8

=====

4.
The following is a quantum chemistry calculation of C2H4S4 in the gas phase, from the Open Molecules 2025 dataset.

The geometry in XYZ format:
```
10
C2H4S4, DFT ωB97M-V/def2-TZVPD
C 1.627 -0.322 0.800
C -1.639 0.442 -0.679
S 3.184 0.004 0.126
S 1.478 1.267 0.154
S 0.367 -1.721 -0.242
S -1.363 -1.097 0.503
H 1.352 -0.599 1.758
H -2.584 0.856 -0.358
H -1.585 -0.023 -1.750
H -0.836 1.194 -0.312
```

- relative energy (zero: lowest compared OMol25 entry of this formula, charge and spin) (kcal per mole) = 18.73
- calculated total energy (hartree) = -1671.280845
- SMILES = CSSC1SS1
- strongest force on any atom (eV Å⁻¹) = 4.38
- LUMO (eV) = -0.6

=====

The highest relative energy (zero: lowest compared OMol25 entry of this formula, charge and spin) belongs to which entry? C20H27N3O2

=====

Which of these has the lowest strongest force on any atom? C20H27N3O2

=====

Which of these has the lowest calculated total energy? C2H4S4

=====

Which of these has the lowest strongest force on any atom? C20H27N3O2